{
  "formula": "C7H12N2O5S",
  "method": "the ωB97M-V functional and the def2-TZVPD basis",
  "homo_lumo_gap_ev": 9.7,
  "smiles": "N[C@@H](CS)C(=O)N[C@@H](CC(=O)O)C(=O)O",
  "e_tot_ev": -31506.729,
  "symbols": ["N", "C", "C", "S", "C", "O", "N", "C", "C", "C", "O", "O", "C", "O", "O", "H", "H", "H", "H", "H", "H", "H", "H", "H", "H", "H", "H"],
  "xyz": [[-1.2087, -2.3217, 1.0365], [-1.8966, -1.0125, 0.8230], [-2.7747, -0.5753, 1.9873], [-3.8822, -1.8368, 2.5981], [-0.9609, 0.1922, 0.4368], [-1.3895, 1.3607, 0.4708], [0.1497, -0.2525, -0.2487], [1.0185, 0.6683, -0.9476], [2.3085, 0.8444, -0.0665], [3.0259, 2.0541, -0.7707], [4.2049, 2.1395, -1.0649], [2.1465, 3.1848, -0.9704], [1.4447, 0.1177, -2.3076], [2.1129, 0.7047, -3.1311], [1.2491, -1.2106, -2.3863], [-1.2652, -2.5933, 2.0251], [-1.6356, -3.1155, 0.4075], [-2.5527, -1.1373, -0.0651], [-2.0115, -0.3734, 2.7307], [-3.2748, 0.2768, 1.5885], [-4.5893, -1.0288, 3.4133], [0.1449, -1.2692, -0.4854], [0.5557, 1.6117, -1.1663], [1.9660, 1.1191, 0.9531], [2.9159, 0.0087, -0.2431], [2.7479, 3.8217, -1.2756], [1.4505, -1.3775, -3.3414]],
  "atomic_forces_ev_per_a": [[-1.0, -1.0, -1.4], [-0.4, -1.0, -0.5], [1.5, -0.4, -0.4], [-0.5, -0.3, 0.0], [-1.2, 0.1, -1.7], [1.4, -2.0, 0.4], [-1.3, -0.2, 0.2], [0.4, -1.2, 0.2], [-1.3, 3.5, -2.3], [0.7, 1.5, 0.6], [-2.3, -0.4, 0.5], [0.4, -3.9, 1.3], [1.6, 0.1, 0.6], [-1.1, -0.1, 0.6], [-0.4, -0.1, -1.7], [0.0, -0.1, -0.7], [1.0, 2.2, 2.0], [0.4, 0.2, 0.3], [-0.4, 0.7, 0.6], [-0.4, 0.8, 0.5], [0.2, -0.1, -0.2], [0.3, 1.3, 0.6], [-0.5, 0.4, 0.4], [0.6, -0.4, -0.6], [1.0, -1.2, 0.7], [1.3, 1.8, -0.9], [0.1, -0.4, 0.9]]
}

***

{
  "formula": "C7H12N3",
  "method": "the ωB97M-V functional and the def2-TZVPD basis",
  "charge": 1,
  "homo_lumo_gap_ev": [6.9, 6.7],
  "e_tot_ev": -11913.050,
  "symbols": ["C", "C", "C", "C", "C", "C", "C", "N", "N", "N", "H", "H", "H", "H", "H", "H", "H", "H", "H", "H", "H", "H"],
  "xyz": [[0.2689, -1.9375, -0.7757], [1.2324, 1.4061, 0.3360], [-0.6832, -1.4146, 0.1822], [-1.3613, -0.0601, -0.3817], [-0.5156, 0.8334, -1.1626], [2.2145, -0.8743, 0.0789], [-1.8620, 0.7659, 0.8509], [1.5073, -1.5306, -0.8028], [0.4921, 1.5571, -0.7576], [1.8336, 0.2953, 0.7524], [-0.0810, -2.4739, -1.6019], [1.9033, 2.1832, 0.6817], [-1.5796, -2.0185, 0.2863], [-0.1043, -1.0961, 1.0117], [-2.1617, -0.4857, -0.9068], [-0.9184, 0.8875, -2.1607], [3.0797, -1.4042, 0.4722], [-2.5375, 0.0601, 1.3683], [-2.4845, 1.6743, 0.6065], [-1.1511, 0.9313, 1.5698], [0.5830, 2.4294, -1.2730], [2.3253, 0.2718, 1.6257]],
  "atomic_forces_ev_per_a": [[1.6, 1.8, 0.2], [1.5, 1.9, 1.6], [-0.6, 0.7, -0.8], [2.1, 0.5, 2.4], [-1.8, -1.4, -1.2], [-1.4, 0.9, 1.4], [-3.3, -1.4, -1.4], [-0.9, -1.6, -0.9], [-0.6, 0.5, -0.7], [1.1, -4.4, -1.5], [-0.3, -1.0, -1.3], [-1.0, 1.0, -0.4], [0.5, -0.5, 0.9], [-0.2, -0.2, 1.5], [-1.2, 0.4, -1.3], [0.7, 1.0, -0.4], [-0.1, 0.3, 0.2], [-0.1, 0.4, -0.1], [1.0, -0.9, 0.1], [2.1, 0.9, 1.4], [0.6, 0.0, 0.0], [0.4, 1.1, 0.3]]
}

***

{
  "formula": "C7H12N3",
  "method": "the ωB97M-V functional and the def2-TZVPD basis",
  "charge": 1,
  "homo_lumo_gap_ev": 8.2,
  "smiles": "CC(C)/N=N\\C=C/C=C=[NH2+]",
  "e_tot_ev": -11912.698,
  "symbols": ["C", "C", "C", "N", "N", "C", "C", "C", "C", "N", "H", "H", "H", "H", "H", "H", "H", "H", "H", "H", "H", "H"],
  "xyz": [[2.3807, 0.1018, 1.4525], [1.7350, 0.2540, 0.0377], [2.5104, -0.6521, -0.8802], [0.4993, -0.3502, 0.2383], [-0.6191, 0.0755, 0.0148], [-0.9084, 1.3391, -0.5856], [-2.2484, 1.5948, -0.5760], [-3.1313, 0.5994, -0.0321], [-2.6435, -0.5818, 0.3244], [-2.8054, -1.8554, 0.3386], [2.0251, 0.7157, 2.2240], [3.5142, 0.3194, 1.2888], [2.2306, -0.8971, 1.6546], [1.7136, 1.3206, -0.1895], [3.0956, -1.3522, -0.4435], [1.8895, -1.1354, -1.7166], [3.2212, -0.0219, -1.4741], [-0.2736, 1.9110, -1.2836], [-2.6463, 2.4643, -1.1513], [-4.1794, 0.9816, 0.1983], [-2.5807, -2.4943, 1.1140], [-2.7792, -2.3368, -0.5534]],
  "atomic_forces_ev_per_a": [[3.1, 1.5, -2.5], [1.2, 1.0, 1.6], [-1.1, 2.3, -4.7], [-2.1, -2.2, 0.5], [-0.5, 1.3, -0.6], [-1.9, 0.4, -1.0], [2.1, 1.0, -1.2], [-1.0, 0.2, 1.4], [-0.4, 1.0, -0.5], [0.6, -1.3, 0.5], [-0.8, 1.0, 0.8], [-1.9, -0.4, 0.5], [0.1, -2.2, 1.0], [-0.1, -0.1, -0.6], [1.4, -2.3, 1.8], [0.6, 0.6, 1.4], [-0.5, -0.3, 0.6], [0.2, -0.4, 1.0], [0.2, -0.8, 0.9], [1.2, -1.4, -0.5], [-0.1, 0.9, -0.2], [-0.3, 0.1, -0.1]]
}

***

{
  "formula": "C7H12N3O2",
  "method": "the ωB97M-V functional and the def2-TZVPD basis",
  "charge": 1,
  "homo_lumo_gap_ev": 9.7,
  "e_tot_ev": -16011.375,
  "symbols": ["C", "C", "C", "C", "C", "C", "C", "N", "N", "N", "O", "O", "H", "H", "H", "H", "H", "H", "H", "H", "H", "H", "H", "H"],
  "xyz": [[-0.4670, 1.8515, -0.1439], [2.1361, -0.0093, 0.1432], [-1.8908, 1.5157, 0.1925], [-2.2197, 0.0246, 0.2621], [-1.1090, -0.7824, 0.9627], [0.0322, -0.9816, 0.0294], [-0.1111, -1.9040, -1.1300], [0.2283, 0.8469, -0.8112], [1.6038, 0.9031, -0.6490], [3.4046, -0.0662, 0.5031], [0.0726, 2.9025, 0.1053], [1.3217, -0.9559, 0.5760], [-2.1016, 2.0136, 1.1434], [-2.5275, 1.9977, -0.5542], [-3.1485, -0.0991, 0.8158], [-2.3698, -0.3667, -0.7427], [-0.7844, -0.2711, 1.8711], [-1.5003, -1.7647, 1.2419], [0.4676, -2.8075, -0.9234], [0.2762, -1.4676, -2.0503], [-1.1510, -2.1762, -1.2839], [2.0449, 1.7930, -0.8701], [4.0683, 0.6497, 0.2546], [3.7241, -0.8461, 1.0576]],
  "atomic_forces_ev_per_a": [[0.4, 0.2, 0.2], [-0.2, 0.5, -0.5], [-0.2, 0.1, 0.0], [0.2, 0.1, 0.0], [0.0, 0.0, 0.2], [-0.2, 3.3, -1.8], [0.3, -0.2, -0.1], [-1.0, -3.7, 0.9], [0.4, 0.3, 0.4], [-0.1, -0.2, 0.1], [0.0, 0.2, 0.1], [0.4, 0.0, 0.3], [0.1, 0.0, -0.1], [0.0, 0.0, 0.0], [0.0, -0.1, -0.1], [-0.1, -0.1, 0.0], [0.1, -0.1, 0.0], [0.1, 0.0, 0.0], [-0.1, -0.1, 0.0], [0.0, 0.0, 0.1], [0.0, 0.0, 0.0], [0.1, -0.2, 0.1], [-0.1, 0.0, 0.0], [0.0, 0.0, 0.0]]
}

***

{
  "formula": "C7H12N3O2",
  "method": "the ωB97M-V functional and the def2-TZVPD basis",
  "charge": 1,
  "homo_lumo_gap_ev": [8.3, 8.3],
  "smiles": "CC(C)C#[N+][C@H](C)NC(=O)N=O",
  "e_tot_ev": -16007.833,
  "symbols": ["C", "C", "C", "C", "N", "C", "C", "N", "C", "O", "N", "O", "H", "H", "H", "H", "H", "H", "H", "H", "H", "H", "H", "H"],
  "xyz": [[-2.3988, 1.1043, 1.0513], [-1.6715, -0.1410, 0.3781], [-2.4445, -0.6836, -0.7641], [-0.3645, 0.1844, -0.0045], [0.6356, 0.4007, -0.4932], [2.0223, 0.8365, -0.6927], [2.7420, 0.2814, -1.8580], [2.7316, 0.7356, 0.4822], [3.0638, 1.7763, 1.3218], [2.6987, 2.8901, 1.2116], [4.0142, 1.1866, 2.2753], [4.8732, 1.8595, 2.7679], [-1.7881, 1.3366, 1.9419], [-3.3541, 0.9439, 1.4673], [-2.4402, 1.8382, 0.3165], [-1.4771, -0.7045, 1.3080], [-3.3745, -1.1830, -0.4420], [-1.7698, -1.5360, -1.0576], [-2.5637, -0.0342, -1.6169], [1.7879, 1.8920, -0.8512], [3.5687, 0.9692, -1.9541], [2.2919, 0.4140, -2.7624], [3.1308, -0.7738, -1.7673], [3.1072, -0.1494, 0.6862]],
  "atomic_forces_ev_per_a": [[2.6, -1.0, 0.9], [-2.1, 1.9, 3.3], [0.9, -3.6, -0.4], [-0.1, 0.4, -0.9], [0.8, -0.6, 0.2], [-1.0, 2.0, -0.6], [2.0, -1.3, 1.2], [0.2, 0.0, 1.3], [0.5, -0.2, -1.2], [-0.6, 1.3, 0.2], [1.3, -1.1, 1.7], [-1.3, 0.2, -1.0], [-0.1, 0.7, -0.6], [-1.2, -1.0, -0.1], [-0.1, 1.8, -0.9], [-0.5, -1.1, -0.7], [0.3, 0.7, -0.1], [-1.0, 0.4, -0.6], [-0.1, 0.4, 0.1], [0.6, 0.3, -0.2], [0.8, -0.1, 0.1], [-1.9, 0.0, -2.4], [-0.5, 1.1, 0.1], [0.7, -1.1, 0.5]]
}

***

{
  "formula": "C7H12N3O2",
  "method": "the ωB97M-V functional and the def2-TZVPD basis",
  "charge": 1,
  "homo_lumo_gap_ev": [7.6, 8.2],
  "e_tot_ev": -16007.830,
  "symbols": ["C", "C", "C", "C", "C", "C", "C", "N", "N", "N", "O", "O", "H", "H", "H", "H", "H", "H", "H", "H", "H", "H", "H", "H"],
  "xyz": [[-2.9178, 0.6088, -0.3263], [-1.6904, -1.3912, 0.2880], [0.6655, 1.1987, 0.5318], [-0.7830, 1.3018, 1.0602], [1.0705, -0.2778, 0.4271], [-1.7832, 1.3946, -0.0188], [1.0807, -1.1236, -1.9865], [-2.8408, -0.6772, 0.3690], [-0.7997, -1.2215, -0.6758], [0.4870, -1.1147, -0.5924], [-3.7168, 0.8738, -1.1651], [-1.6215, -2.3259, 1.1844], [0.6716, 1.4268, -0.5353], [1.2066, 1.9523, 1.1286], [-1.1606, 0.5323, 1.7637], [-0.6258, 2.1950, 1.5837], [2.2163, -0.3427, 0.2421], [0.7834, -0.8079, 1.3590], [-1.6982, 2.2383, -0.6013], [0.6103, -0.3864, -2.5370], [2.1322, -0.8333, -1.8644], [0.8939, -2.0801, -2.3845], [-3.6632, -0.9533, 0.9826], [-0.7603, -2.5143, 1.4297]],
  "atomic_forces_ev_per_a": [[1.9, -0.9, 0.3], [-1.7, 1.1, 0.5], [-1.2, -1.4, -1.3], [-0.7, -1.3, -0.4], [3.3, -0.5, 2.0], [0.3, 0.3, 1.0], [1.4, 0.1, 2.9], [-0.6, -0.9, 0.1], [-1.9, 0.7, -0.2], [0.4, 0.6, -2.0], [-1.5, 0.1, -0.5], [-2.5, -0.1, 0.4], [0.0, 1.1, 0.1], [0.8, -1.2, -0.5], [1.0, 0.3, 0.0], [-1.2, 1.6, 1.0], [-1.9, -0.1, 0.7], [0.7, 0.4, -0.1], [0.1, 1.8, -1.5], [-1.1, 1.5, -1.2], [-0.2, -0.6, -0.3], [0.1, -1.1, -0.6], [1.7, 0.0, -1.1], [3.0, -1.2, 0.6]]
}

***

{
  "formula": "C7H12N3O3S",
  "method": "the ωB97M-V functional and the def2-TZVPD basis",
  "charge": 1,
  "homo_lumo_gap_ev": [6.6, 5.0],
  "spin_multiplicity": 3,
  "s_squared": 2.033,
  "e_tot_ev": -28889.695,
  "symbols": ["C", "C", "C", "C", "C", "C", "C", "N", "N", "N", "O", "O", "O", "S", "H", "H", "H", "H", "H", "H", "H", "H", "H", "H", "H", "H"],
  "xyz": [[1.2856, -1.0491, -0.1372], [0.6889, 0.1988, -0.2163], [2.7096, -1.1528, -0.1943], [2.8542, 1.2897, 0.0424], [-0.6735, -2.2499, 0.6915], [-2.2104, 1.3006, 1.2800], [-2.3873, 1.2869, -1.0790], [1.4492, 1.3058, -0.0482], [3.4270, -0.0046, -0.2417], [-3.2783, 1.2085, -2.0834], [3.3674, -2.2870, -0.4357], [0.5759, -2.1617, -0.0304], [-2.9873, 1.2170, 0.1262], [3.7860, 2.5299, 0.4729], [-0.6080, -1.7075, 1.7762], [-0.8387, -3.3486, 0.7945], [-1.4547, -1.8512, 0.1546], [-1.1592, 1.2432, 1.1468], [-2.4055, 0.3917, 1.8039], [-2.4290, 2.2436, 1.7626], [-0.3890, 0.3320, -0.2525], [0.9925, 2.3033, 0.0860], [4.3553, -0.2401, -0.1687], [-4.2833, 1.0198, -1.8499], [2.6391, -2.9898, -0.3592], [-3.0266, 1.1717, -3.0409]],
  "atomic_forces_ev_per_a": [[1.1, -1.5, 0.2], [-1.8, 1.1, 0.3], [-2.2, -0.3, -0.5], [-0.3, -1.7, -0.2], [1.4, -0.6, 3.5], [-0.1, 0.1, 0.2], [0.2, 0.0, -0.5], [1.1, 2.9, 0.5], [-3.2, 1.2, 0.0], [-1.3, -0.4, 2.9], [-1.8, -1.2, 0.6], [1.1, 0.1, 0.0], [-0.8, 0.0, -2.4], [0.0, 0.4, -0.1], [0.1, -1.4, -2.7], [0.2, 1.0, 0.2], [-1.7, 1.1, -1.4], [1.0, 0.4, -0.7], [-0.6, -0.2, 1.2], [-0.3, -0.2, 0.6], [0.4, 0.0, -0.3], [1.2, -2.8, -0.4], [3.0, 0.7, 0.3], [1.1, 0.4, -0.4], [1.7, 0.8, -0.2], [0.5, 0.1, -0.5]]
}

***

{
  "formula": "C7H12N4O2",
  "method": "the ωB97M-V functional and the def2-TZVPD basis",
  "homo_lumo_gap_ev": [8.3, 7.7],
  "e_tot_ev": -17500.095,
  "symbols": ["C", "C", "C", "C", "C", "C", "C", "N", "N", "N", "N", "O", "O", "H", "H", "H", "H", "H", "H", "H", "H", "H", "H", "H", "H"],
  "xyz": [[0.1500, -0.0305, 1.9435], [-1.4897, 0.6284, 0.2176], [0.8918, 1.3309, -0.0817], [-0.7227, -1.6881, 0.2594], [1.6104, -1.0192, 0.0846], [-0.2123, 1.1413, 1.0030], [0.5420, -1.2656, 1.1054], [-1.1050, -0.5572, -0.5900], [1.1302, 0.0663, -0.7764], [0.0117, -0.4740, -1.3798], [-0.5111, 0.8335, -3.2355], [-1.6707, 0.7553, -3.4950], [0.3603, 1.5995, -3.5861], [1.1343, 0.1670, 2.5978], [-0.6853, -0.0143, 2.5326], [-2.3820, 0.3900, 0.8661], [-1.9121, 1.2040, -0.6057], [0.5706, 2.2382, -0.7726], [1.8225, 1.5309, 0.2817], [-0.3489, -2.4356, -0.2941], [-1.5953, -2.0924, 0.9859], [2.4936, -0.6905, 0.4194], [1.7307, -1.7300, -0.6670], [-0.6600, 2.0474, 1.3932], [0.8470, -1.9354, 1.7935]],
  "atomic_forces_ev_per_a": [[4.8, 2.2, -1.0], [0.5, -1.0, -0.7], [-3.4, 1.0, -1.1], [-1.7, 1.0, 4.6], [-2.8, 1.6, -0.9], [-0.9, -0.6, -2.1], [-3.1, 1.9, -1.3], [-1.3, -0.7, 1.1], [-1.0, 2.1, -1.3], [0.4, -0.4, -1.3], [0.7, 0.9, 0.4], [0.6, 0.1, -0.1], [-1.2, -1.1, 0.3], [-2.2, 0.2, -1.1], [-1.9, -1.4, 2.1], [1.2, -0.1, -0.4], [0.3, 1.2, 0.5], [0.8, -2.2, 0.9], [2.4, 1.1, 1.5], [0.5, -3.0, -2.4], [1.7, 1.2, -1.8], [3.5, 0.9, 1.7], [0.4, -2.2, -0.5], [1.0, 0.4, 0.9], [0.8, -3.0, 2.0]]
}

***

{
  "formula": "C7H12NO",
  "method": "the ωB97M-V functional and the def2-TZVPD basis",
  "charge": 1,
  "homo_lumo_gap_ev": 9.4,
  "smiles": "C[NH2+]C1(OC)C=CC=C1",
  "e_tot_ev": -10981.044,
  "symbols": ["C", "N", "C", "O", "C", "C", "C", "C", "C", "H", "H", "H", "H", "H", "H", "H", "H", "H", "H", "H", "H"],
  "xyz": [[-0.9165, -2.3914, -0.7840], [-1.1108, -1.2472, 0.0814], [-0.0590, 0.0356, 0.2735], [-0.0133, 0.0824, 1.6543], [0.5000, 1.3716, 2.1460], [-0.6164, 1.1882, -0.5822], [0.2630, 1.6599, -1.4284], [1.5075, 0.9014, -1.2838], [1.4469, -0.1312, -0.4453], [-0.2357, -3.2032, -0.3560], [-1.8537, -2.8901, -0.9753], [-0.7010, -2.1936, -1.8426], [-1.0082, -1.6782, 1.0081], [-2.0431, -0.6815, -0.0823], [1.5156, 1.3446, 2.0033], [0.3354, 1.2218, 3.2482], [-0.0550, 2.0343, 1.6254], [-1.6479, 1.4642, -0.4035], [0.1102, 2.7024, -1.9225], [2.3011, 1.0815, -1.9676], [2.2808, -0.6715, 0.0334]],
  "atomic_forces_ev_per_a": [[0.5, -2.1, -2.0], [-0.1, 2.6, 0.8], [2.0, -1.6, -1.9], [-0.4, 0.1, -1.1], [-1.0, -4.2, 3.1], [-1.5, -1.2, 2.0], [-0.2, 2.7, -0.3], [0.5, -0.8, -1.0], [-2.1, 0.6, 1.8], [-0.6, 1.6, -0.5], [-0.7, -0.2, 0.8], [0.8, 0.7, 0.5], [-0.9, 0.8, 0.2], [2.0, -2.1, 0.7], [2.5, 0.6, -0.7], [-0.1, 1.0, -1.1], [-1.3, 3.0, -0.9], [0.0, 0.5, -0.2], [0.5, -2.4, 0.3], [0.9, 0.3, 0.0], [-0.7, 0.0, -0.6]]
}

***

{
  "formula": "C7H12NO",
  "method": "the ωB97M-V functional and the def2-TZVPD basis",
  "charge": 1,
  "homo_lumo_gap_ev": 8.9,
  "smiles": "C/C=C1/CC(=[NH2+])[C@@]1(C)O",
  "e_tot_ev": -10983.062,
  "symbols": ["C", "C", "C", "C", "C", "N", "C", "C", "O", "H", "H", "H", "H", "H", "H", "H", "H", "H", "H", "H", "H"],
  "xyz": [[0.1343, 2.1553, -1.8235], [-0.5719, 1.8680, -0.5405], [-0.5206, 0.7250, 0.1045], [-1.1438, 0.1143, 1.3868], [-0.5940, -1.2610, 1.0845], [-0.8348, -2.4523, 1.4676], [0.1966, -0.6670, -0.1022], [1.6842, -0.5295, 0.2471], [-0.0201, -1.4063, -1.2577], [1.2015, 2.2978, -1.6479], [-0.2552, 3.0637, -2.2708], [0.0132, 1.3362, -2.5308], [-1.1635, 2.6682, -0.1163], [-0.7888, 0.5468, 2.3257], [-2.2360, 0.1333, 1.4245], [-0.4272, -3.2448, 0.9734], [-1.4696, -2.6664, 2.2334], [2.1569, 0.0963, -0.5055], [2.1645, -1.5053, 0.2506], [1.8192, -0.0568, 1.2154], [0.6551, -1.2155, -1.9185]],
  "atomic_forces_ev_per_a": [[0.1, -0.1, -0.1], [-0.1, 0.0, 0.2], [-0.1, -2.8, 1.1], [-0.4, 0.8, 0.6], [-0.1, 2.2, -1.3], [0.1, -0.1, -0.1], [0.7, 0.3, -0.4], [-0.2, -0.2, 0.1], [-0.2, -0.2, -0.1], [0.0, 0.1, 0.0], [0.0, 0.0, -0.1], [0.0, 0.0, -0.1], [-0.1, 0.1, 0.1], [0.0, -0.1, 0.1], [0.0, -0.1, 0.0], [0.0, 0.1, 0.0], [0.1, 0.1, -0.1], [0.0, 0.1, -0.1], [0.1, -0.1, 0.0], [0.1, 0.1, 0.1], [0.1, 0.0, 0.0]]
}